The following is a quantum chemistry calculation of a structure of composition C19H23BrN2O6Pm, from the OMol25 dataset.

Geometry (Å):
Pm 0.5008 0.3621 0.8891
C 2.2741 1.6733 2.9113
C 1.1547 1.0707 3.6118
C 0.0054 1.8212 3.2979
C 0.3688 2.8219 2.3844
C 1.7626 2.7318 2.1341
H 3.2857 1.3145 2.8889
H 1.2355 0.2232 4.2857
H -0.9814 1.6774 3.7275
H -0.2927 3.6255 2.0602
H 2.2866 3.3260 1.4145
O -2.5403 -1.1532 -1.2422
C -2.5096 -0.0504 -0.6613
O -1.4129 0.5324 -0.2727
C -3.8582 0.6075 -0.4902
N -4.2326 0.9153 0.9579
C -5.2132 2.0527 0.9380
C -5.0725 2.6609 -0.4833
C -4.0309 1.8947 -1.3113
H -4.5612 -0.1319 -0.8385
H -3.4126 1.1277 1.5466
H -4.6758 0.0561 1.4006
H -4.9425 2.8014 1.6970
H -6.2238 1.6270 1.1030
H -4.7767 3.7265 -0.3396
H -6.0956 2.6096 -0.9080
H -3.0378 2.3862 -1.3878
H -4.3787 1.6006 -2.3222
N -0.5212 -2.7542 -0.9469
C -0.4310 -3.3568 0.5023
C -0.0852 -2.1373 1.4255
O 1.1389 -1.8168 1.6032
O -1.1090 -1.4664 1.7990
H -0.5408 -3.4992 -1.6620
H 0.3449 -2.2495 -1.1284
H -1.4235 -2.0830 -1.0096
H 0.3437 -4.1103 0.5247
H -1.3972 -3.7636 0.7925
Br 7.4535 -2.8002 -3.6708
C 6.0183 -1.8496 -2.9629
C 4.7185 -2.2482 -3.3436
C 3.6409 -1.7988 -2.6020
C 3.8241 -0.9074 -1.5546
C 5.0791 -0.4429 -1.2371
C 6.1710 -0.8759 -1.9689
C 2.5738 -0.3624 -0.8960
O 2.6127 0.4717 0.0632
O 1.4241 -0.7232 -1.2912
H 4.5855 -2.8401 -4.2641
H 2.6269 -2.1535 -2.8717
H 5.1612 0.2800 -0.4408
H 7.1659 -0.4229 -1.8513

Net charge   +1
Highest occupied orbital energy (alpha / beta)   -10.195 / -10.208 eV
Multiplicity   5

Taken from the natural (NBO) analysis, the atomic charges in e are: 1.8667 -0.2931 -0.3457 -0.3693 -0.3817 -0.3195 0.2344 0.2369 0.2158 0.2213 0.2310 -0.6562 0.8260 -0.7885 -0.1422 -0.5104 -0.2286 -0.4344 -0.4165 0.2437 0.4559 0.4543 0.2449 0.2334 0.2489 0.2430 0.2473 0.2609 -0.7453 -0.3048 0.7235 -0.6752 -0.7014 0.4242 0.4605 0.4670 0.2334 0.2318 0.1181 -0.0767 -0.2374 -0.1842 -0.1193 -0.1735 -0.2360 0.8074 -0.7426 -0.7898 0.2351 0.2247 0.2437 0.2387

---

The following is a quantum chemistry calculation of a structure of composition C19H23Cl3GeIrN5O6Te, from the OMol25 dataset.

Geometry (Å):
Ir 1.2525 0.2635 -0.4776
N 0.0778 1.8734 0.9774
C -1.2457 2.0479 0.3844
C -1.9290 3.3038 0.9542
C -3.3077 3.6949 0.4140
C -4.3891 2.6328 0.6114
N -4.2817 1.6399 -0.4378
C -4.7029 0.3900 -0.4032
N -4.5202 -0.3720 -1.4794
N -5.3281 -0.1213 0.6672
C -1.0760 1.9952 -1.1741
O -2.0716 2.1199 -1.8743
O 0.0887 1.7350 -1.5899
H 0.0244 1.6144 1.9556
H 0.5984 2.7458 0.9098
H -1.8400 1.1553 0.6184
H -1.2579 4.1532 0.8031
H -2.0152 3.1489 2.0367
H -3.2410 3.9387 -0.6471
H -3.6066 4.5977 0.9496
H -5.3736 3.1104 0.5526
H -4.2852 2.1703 1.5996
H -3.6474 1.9051 -1.2098
H -3.9040 -0.0585 -2.2218
H -4.6821 -1.3667 -1.4406
H -5.6460 0.4757 1.4121
H -5.6428 -1.0772 0.6550
O 2.8361 -0.0106 1.1814
C 2.9054 -0.7722 2.1486
C 1.8984 -1.6538 2.6565
C 2.0531 -2.2337 3.9239
C 1.0622 -3.0283 4.4559
C -0.0932 -3.3391 3.7196
C -0.2543 -2.8197 2.4720
C 0.7100 -1.9409 1.8962
O 0.4935 -1.4931 0.7241
N 1.1827 -3.5226 5.8087
O 0.2544 -4.1658 6.2433
O 2.1909 -3.2342 6.4135
H 3.8532 -0.7894 2.7070
H 2.9382 -2.0335 4.5115
H -0.8331 -3.9911 4.1605
H -1.1185 -3.0418 1.8672
Te 2.9910 -1.5112 -1.6518
C 4.2245 -0.6436 -3.1448
C 3.7087 -0.0863 -4.3097
C 4.5697 0.4301 -5.2614
C 5.9415 0.3916 -5.0575
C 6.4557 -0.1790 -3.9016
C 5.6013 -0.7026 -2.9514
H 2.6407 -0.0726 -4.4789
H 4.1612 0.8581 -6.1662
H 6.6087 0.8024 -5.7990
H 7.5225 -0.2265 -3.7393
H 5.9975 -1.1559 -2.0556
Cl 0.5349 -2.9592 -2.7527
Ge -0.7670 -1.2890 -1.8436
Cl -2.0393 -0.8066 -3.5861
Cl -2.2807 -2.4958 -0.7331

Net charge   +1
Highest occupied orbital energy (alpha / beta)   -10.759 / -11.325 eV
Multiplicity   6

Taken from the natural (NBO) analysis, the atomic charges in e are: 1.2188 -0.8530 -0.1782 -0.4019 -0.4087 -0.2272 -0.5929 0.6768 -0.7643 -0.7818 0.7991 -0.6679 -0.7281 0.3983 0.3932 0.2182 0.2194 0.2076 0.2345 0.2351 0.2175 0.1899 0.4624 0.4399 0.4232 0.4205 0.4220 -0.6438 0.4557 -0.3380 -0.0824 -0.0463 -0.1086 -0.3145 0.5315 -0.7684 0.5340 -0.3683 -0.3727 0.1591 0.2539 0.2582 0.2405 0.5647 -0.2876 -0.2338 -0.1842 -0.1799 -0.1956 -0.2344 0.2256 0.2285 0.2284 0.2300 0.2221 -0.4247 0.9744 -0.4265 -0.4697

---

The following is a quantum chemistry calculation of the molecule C19H23F3N2O3, from the OMol25 dataset.

Geometry (Å):
O 2.6811 -2.5332 -1.3228
C 2.7002 -1.4775 -0.7352
C 3.9790 -0.7236 -0.5659
C 5.1628 -1.4507 -0.6920
C 6.3914 -0.8397 -0.5391
C 6.4418 0.5216 -0.2692
C 7.7663 1.2023 -0.0630
F 8.0853 1.2831 1.2452
F 7.7785 2.4617 -0.5260
F 8.7831 0.5645 -0.6574
C 5.2732 1.2637 -0.1535
C 4.0473 0.6425 -0.3014
C 1.4667 -0.8968 -0.0748
C 1.6188 -0.9984 1.4522
C 0.3439 -0.5128 2.1381
C -0.8644 -1.2920 1.6102
N -0.9529 -1.1377 0.1778
C -1.8352 -0.3594 -0.4989
O -1.7197 -0.1615 -1.6943
C -2.9869 0.2156 0.3048
C -3.9498 0.9748 -0.6033
N -5.0385 1.5146 0.2021
C -6.0143 2.2686 -0.5675
C -6.9731 1.2154 -1.1551
C -6.7948 0.0479 -0.1717
O -5.8048 0.4653 0.7674
C 0.2081 -1.6534 -0.5145
H 5.0963 -2.5056 -0.9106
H 7.3042 -1.4070 -0.6348
H 5.3281 2.3232 0.0451
H 3.1518 1.2384 -0.2282
H 1.3525 0.1533 -0.3576
H 2.4765 -0.4121 1.7878
H 1.7992 -2.0426 1.7196
H 0.4261 -0.6478 3.2171
H 0.1997 0.5507 1.9360
H -1.7777 -0.9533 2.0940
H -0.7324 -2.3579 1.8314
H -3.5349 -0.5870 0.8025
H -2.6131 0.9004 1.0680
H -3.4330 1.8194 -1.0616
H -4.2946 0.3085 -1.4054
H -5.5236 2.8762 -1.3244
H -6.5472 2.9186 0.1314
H -6.6712 0.9299 -2.1621
H -7.9984 1.5746 -1.1863
H -7.6963 -0.1658 0.4055
H -6.4738 -0.8694 -0.6803
H 0.0465 -1.5303 -1.5865
H 0.3220 -2.7188 -0.2927

SMILES string   O=C(c1ccc(C(F)(F)F)cc1)[C@@H]1CCCN(C(=O)CCN2CCCO2)C1
Highest occupied orbital energy   -8.866 eV

Taken from the natural (NBO) analysis, the atomic charges in e are: -0.5281 0.5976 -0.1603 -0.1617 -0.1764 -0.1257 0.9713 -0.3250 -0.3217 -0.3198 -0.2092 -0.1230 -0.3396 -0.3918 -0.4049 -0.2115 -0.4415 0.6928 -0.6398 -0.5134 -0.2320 -0.1468 -0.2400 -0.4621 -0.0969 -0.4028 -0.2124 0.2405 0.2335 0.2325 0.2099 0.2218 0.2191 0.2060 0.2162 0.2005 0.2213 0.1932 0.2389 0.2276 0.2152 0.1832 0.2110 0.2009 0.2104 0.2197 0.1914 0.1717 0.2561 0.2043

---

The following is a quantum chemistry calculation of a structure of composition C19H23F5NOPPt, from the OMol25 dataset.

Geometry (Å):
C 1.8804 2.5860 -2.6689
C 1.7367 2.8463 -1.3130
C 1.0613 1.9376 -0.4739
C 0.5957 0.7374 -1.0117
C 0.7479 0.4742 -2.3762
C 1.4169 1.3808 -3.1995
C 0.9149 2.2786 0.9796
C -0.3766 1.7880 1.6543
N -1.4926 2.6382 1.4857
Pt -0.3224 -0.7314 0.1336
C 0.1298 -0.7915 -2.8955
P -1.3114 -1.0998 -1.7771
H 2.1443 3.7554 -0.8603
H 1.5514 1.1236 -4.2547
H 2.3710 3.3125 -3.3185
H 0.7864 -1.6669 -2.7736
H -0.2154 -0.7525 -3.9346
H 1.7383 1.8161 1.5492
H 0.9823 3.3664 1.1278
H -0.6248 0.7253 1.3258
C -2.0749 -2.6303 -2.2871
C -2.4635 0.1834 -2.3161
H -0.1985 1.7062 2.7379
C -1.9718 3.0020 0.1789
C -2.5116 2.5738 2.5008
H -0.9086 -2.2928 0.5409
H -2.6688 3.8430 0.3115
H -1.1543 3.3121 -0.4789
H -2.5316 2.1866 -0.3136
H -3.1671 3.4458 2.3893
H -3.1304 1.6622 2.4231
H -2.0360 2.5848 3.4896
H -2.7099 0.0119 -3.3748
H -3.3643 0.1077 -1.6937
H -2.0321 1.1835 -2.2005
H -2.3078 -2.5834 -3.3642
H -1.4092 -3.4808 -2.0909
H -3.0044 -2.7550 -1.7115
H -1.3170 -1.7099 1.1402
F 3.1023 -5.5526 2.7459
C 2.7153 -4.2856 2.5188
C 3.3984 -3.5082 1.5785
F 4.4722 -4.0292 0.9468
C 2.9457 -2.2384 1.2720
F 3.5807 -1.4867 0.3507
C 1.7819 -1.7109 1.8961
O 1.2229 -0.6063 1.4530
C 1.2111 -2.4631 2.9548
F 0.2359 -1.9008 3.7062
C 1.6250 -3.7564 3.2112
F 0.9568 -4.5370 4.0865

Highest occupied orbital energy (alpha / beta)   -4.027 / -7.465 eV
Multiplicity   3

Taken from the natural (NBO) analysis, the atomic charges in e are: -0.2172 -0.2430 0.0698 -0.3497 -0.0784 -0.2187 -0.4751 -0.1380 -0.4412 0.4059 -0.7305 1.0581 0.2049 0.2063 0.2121 0.2407 0.2218 0.2382 0.2201 0.1038 -0.9815 -0.9669 0.2082 -0.4055 -0.3941 0.0654 0.1963 0.2139 0.1621 0.1964 0.1645 0.1995 0.2279 0.2409 0.2647 0.2306 0.2505 0.2464 -0.0290 -0.2778 0.3060 0.2328 -0.2891 0.3645 -0.2872 0.1767 -0.5840 0.3022 -0.2900 0.2539 -0.2881

---

In order of appearance, energy = -4481.076870, -5292.629811, -1372.630294, -1827.564348 Ha.